Record 1
{"formula": "C45H43NP2SSi2Ti", "method": "ωB97M-V/def2-TZVPD", "spin_multiplicity": 3, "lumo_energy_ev": [0.5, 0.5], "total_charge": 0, "s2": 2.01, "relative_energy_ev": 0.000, "symbols": ["H", "H", "C", "H", "C", "C", "H", "H", "C", "C", "H", "C", "H", "C", "H", "C", "H", "H", "C", "C", "H", "Ti", "C", "H", "H", "C", "C", "C", "H", "C", "C", "H", "C", "C", "C", "C", "H", "H", "H", "H", "H", "H", "H", "C", "C", "N", "H", "C", "C", "H", "C", "H", "H", "P", "C", "H", "C", "H", "H", "H", "C", "C", "C", "C", "H", "H", "C", "H", "H", "C", "H", "C", "C", "H", "P", "Si", "Si", "H", "H", "H", "C", "C", "C", "H", "C", "C", "H", "C", "S", "C", "H", "C", "C", "H", "C"], "xyz": [[-5.010, -1.073, -2.219], [-2.652, -1.692, -2.484], [-1.072, -4.417, 2.249], [-5.637, 1.258, -1.678], [0.237, 5.534, 1.505], [-0.117, 1.857, -4.187], [0.053, 5.520, 0.429], [2.454, 3.392, -5.768], [-0.451, -3.517, 1.387], [-2.910, -0.669, -2.243], [4.153, 6.377, 1.546], [0.462, -6.117, 1.547], [1.503, -0.576, 2.358], [-1.344, -1.194, 4.119], [3.017, 6.598, 0.214], [-2.270, 1.594, -1.738], [0.645, 0.284, 6.430], [-1.096, -6.427, 2.997], [-3.346, -0.458, 1.573], [-0.930, -0.677, 5.338], [0.838, -4.942, -2.266], [0.794, -0.155, 0.260], [-5.495, -1.430, 1.106], [3.741, 1.882, -4.289], [-2.752, 0.399, 1.874], [-0.495, -1.163, 3.017], [-2.724, -1.670, 1.276], [2.223, 4.884, 3.771], [5.677, 2.158, 0.245], [0.332, -0.119, 5.475], [1.076, -5.211, 0.694], [-0.016, 3.370, -5.701], [3.147, -3.361, -1.009], [1.936, 2.723, -5.094], [-3.604, 1.942, -1.606], [3.097, 6.497, 1.298], [-0.475, 4.856, 1.971], [-5.195, 0.602, 1.736], [-3.867, 2.960, -1.348], [-3.030, -3.690, 0.602], [0.831, -7.133, 1.611], [-5.473, -3.475, 0.457], [1.580, 4.077, 4.131], [-4.880, -2.627, 0.775], [-0.070, -1.765, -2.938], [2.460, 1.246, 0.275], [-1.905, -4.098, 2.866], [0.551, 2.712, -5.054], [4.611, 2.233, 0.402], [3.681, -2.701, -1.698], [0.765, -0.589, 3.169], [-1.503, 2.340, -1.563], [1.925, -5.542, 0.106], [-0.146, -0.132, -2.154], [-4.724, -0.342, 1.495], [3.060, -4.334, -1.500], [1.886, 2.361, 0.785], [4.151, 0.249, -0.326], [-1.601, -0.708, 6.187], [2.764, 7.437, 1.744], [2.651, 3.493, 1.127], [-4.595, 0.988, -1.789], [0.601, 1.011, -3.349], [0.435, -4.088, -2.801], [0.052, 6.548, 1.870], [3.255, 4.626, 4.020], [2.659, 1.875, -4.263], [-1.199, 1.852, -4.164], [-6.572, -1.338, 1.048], [-0.619, -5.724, 2.326], [-2.339, -1.612, 4.021], [-4.245, -0.318, -2.096], [3.781, 1.182, 0.086], [-1.032, -3.366, -5.770], [-0.914, -1.761, 1.342], [2.009, 5.092, 1.914], [1.468, -2.579, -0.556], [3.779, -3.487, -0.125], [1.961, 5.792, 4.319], [-0.140, -5.288, -4.481], [1.189, -0.073, 4.383], [-0.601, -1.954, -4.215], [-3.499, -2.748, 0.856], [2.562, 0.380, -2.731], [-0.621, -3.216, -4.779], [1.995, 1.029, -3.391], [-1.003, -1.108, -4.762], [0.492, -2.819, -2.211], [0.160, 2.193, 0.987], [0.637, -3.889, 0.585], [2.172, 0.371, 4.466], [-1.912, 0.288, -2.079], [-0.114, -4.292, -4.056], [4.669, 4.216, 1.182], [4.022, 3.384, 0.927]], "forces_ev_per_angstrom": [[0.0, 0.0, 0.0], [0.0, 0.0, 0.0], [0.0, -0.1, 0.0], [0.0, 0.0, 0.0], [0.1, 0.0, 0.0], [0.0, 0.0, 0.0], [0.0, 0.0, 0.0], [0.0, 0.0, 0.0], [0.0, 0.0, 0.0], [0.0, 0.0, 0.0], [0.0, 0.0, 0.0], [0.0, 0.0, 0.0], [-0.1, -0.1, 0.1], [0.0, 0.0, 0.0], [0.0, 0.0, 0.0], [0.0, 0.0, 0.0], [0.0, 0.0, 0.0], [0.0, 0.0, 0.0], [0.0, 0.0, 0.0], [0.0, 0.0, 0.0], [0.0, 0.0, 0.0], [-0.4, 0.0, -0.4], [0.0, 0.0, 0.0], [0.0, 0.0, 0.0], [0.0, 0.0, 0.0], [0.0, 0.0, 0.1], [-0.1, -0.2, 0.0], [-0.1, 0.0, -0.1], [0.0, 0.0, 0.0], [0.1, 0.0, 0.0], [0.0, -0.1, 0.0], [0.0, 0.0, 0.0], [0.0, 0.0, 0.0], [0.0, 0.0, 0.0], [0.0, 0.0, 0.0], [0.0, -0.1, 0.0], [0.0, 0.0, 0.0], [0.0, 0.0, 0.0], [0.0, 0.0, 0.0], [0.0, 0.0, 0.0], [0.0, 0.0, 0.0], [0.0, 0.0, 0.0], [0.0, 0.0, 0.0], [0.0, 0.0, 0.0], [0.0, 0.0, 0.0], [0.2, -0.1, 0.0], [0.0, 0.0, 0.0], [0.0, 0.0, 0.0], [-0.1, -0.1, 0.0], [0.0, 0.0, 0.0], [0.3, 0.0, 0.1], [0.0, 0.0, 0.0], [0.0, 0.0, 0.0], [0.3, -0.1, 0.5], [0.0, 0.0, 0.0], [0.0, 0.0, 0.0], [-0.2, -0.1, 0.0], [0.0, 0.0, 0.0], [0.0, 0.0, 0.0], [0.0, 0.0, 0.0], [0.2, 0.1, 0.0], [0.0, 0.0, 0.0], [0.0, 0.1, -0.1], [0.0, -0.1, 0.0], [0.0, 0.0, 0.0], [0.0, 0.0, 0.0], [0.0, 0.0, 0.0], [0.0, 0.0, 0.0], [0.0, 0.0, 0.0], [0.0, 0.0, 0.0], [0.0, 0.0, 0.0], [0.0, 0.0, 0.0], [0.0, 0.1, 0.0], [0.0, 0.0, 0.0], [0.3, 0.4, -0.1], [-0.1, -0.1, 0.1], [0.0, 0.1, 0.0], [0.0, 0.0, 0.0], [0.0, 0.0, 0.0], [0.0, 0.0, 0.0], [-0.2, 0.0, 0.0], [0.0, -0.1, 0.0], [0.0, 0.0, 0.0], [0.0, 0.0, 0.0], [0.0, 0.0, 0.0], [0.0, 0.1, 0.0], [0.0, 0.0, 0.0], [0.1, -0.1, 0.0], [0.0, 0.1, 0.1], [0.0, -0.1, 0.0], [0.0, 0.0, 0.0], [-0.1, 0.1, -0.1], [0.0, 0.0, 0.0], [0.0, 0.0, 0.0], [0.0, 0.0, -0.1]]}

***

Record 2
{"formula": "C4H5NS2", "method": "ωB97M-V/def2-TZVPD", "lumo_energy_ev": 0.6, "total_charge": 0, "smiles": "S/N=C1/CC=CS1", "relative_energy_ev": 1.922, "symbols": ["H", "C", "H", "N", "S", "C", "S", "H", "H", "C", "C", "H"], "xyz": [[-2.759, 0.413, 0.156], [-0.466, 1.102, -0.127], [-0.460, 1.810, 0.780], [1.938, 0.701, -0.147], [0.420, -1.405, -0.175], [-1.673, 0.193, -0.022], [3.288, -0.322, -0.077], [2.717, -1.480, 0.732], [-1.932, -1.904, -0.030], [0.757, 0.236, -0.085], [-1.294, -1.106, -0.054], [-0.536, 1.762, -0.950]], "forces_ev_per_angstrom": [[1.4, 0.3, -0.4], [-1.3, 0.9, 3.0], [0.2, -0.9, -1.1], [0.4, 0.4, 0.5], [-0.6, -2.3, 0.2], [0.1, -1.8, 0.2], [-1.3, -1.8, 1.3], [1.0, 2.0, -1.5], [-1.5, -2.0, 0.2], [1.0, 1.6, -0.9], [0.4, 2.9, -0.1], [0.3, 0.6, -1.2]]}

***

Record 3
{"formula": "CH6N2O", "method": "ωB97M-V/def2-TZVPD", "lumo_energy_ev": 0.9, "total_charge": 0, "smiles": "NC=O.N", "relative_energy_ev": 0.392, "symbols": ["C", "H", "N", "N", "H", "H", "O", "H", "H", "H"], "xyz": [[1.275, -1.283, -0.032], [-0.573, 2.270, 1.226], [-1.380, 2.301, 0.612], [0.731, -1.839, -1.147], [0.602, -2.835, -1.256], [0.217, -1.400, -1.887], [1.543, -1.890, 0.973], [-1.998, 1.656, 1.081], [1.378, -0.194, -0.135], [-1.794, 3.214, 0.565]], "forces_ev_per_angstrom": [[-0.9, 0.2, -0.3], [0.1, 0.7, -0.2], [0.5, -1.0, 0.1], [-0.3, -1.2, -0.8], [0.3, -0.1, 0.8], [0.3, 1.1, 0.2], [0.4, -0.1, 0.1], [-0.6, 0.1, -0.2], [0.1, 0.1, 0.1], [0.0, 0.3, 0.3]]}